ORCA calculation (the ωB97M-V functional and the def2-TZVPD basis) on an isolated molecule of C10H11NO3S.

Calculated values
- highest occupied orbital energy (eV) = -8.3
- relative energy (zero: lowest compared OMol25 entry of this formula, charge and spin) (kJ/mol) = 663.0
- energy (hartree) = -1066.111385
- Kohn-Sham gap (eV) = 8.6

Structure (ORCA input):
```
! wB97M-V def2-TZVPD RIJCOSX def2/J DEFGRID3
* xyz 0 1
C -3.792 -0.144 -0.317
C -2.888 -1.028 -0.918
C -3.321 0.725 0.607
C -1.591 -1.081 -0.380
C -2.000 0.833 1.098
C -1.169 -0.079 0.488
C 2.794 -3.025 -0.461
C 1.888 -2.050 -0.391
C 1.752 2.828 -0.092
C 0.286 -0.188 0.763
N 1.160 0.779 0.883
O 0.735 2.122 0.653
O 2.366 0.659 1.135
O 2.236 2.090 -1.175
S 0.960 -1.855 1.075
H -4.739 0.144 -0.718
H -3.194 -1.926 -1.500
H -4.137 1.436 0.975
H -0.977 -1.802 -0.866
H -1.668 1.351 2.028
H 3.536 -3.020 -1.321
H 2.827 -3.779 0.340
H 1.967 -1.210 -1.048
H 1.273 3.732 -0.569
H 2.653 3.027 0.621
H 3.041 1.462 -0.909
*
```